26
Properties=species:S:1:pos:R:3:forces:R:3 method="wB97M-V/def2-TZVPD" orbital_gap_ev="7.598 / 6.626" lumo_ev="-0.10 / -0.61" spin_multiplicity=1 total_charge=0
H -1.75750 -1.00193 -0.01146 -0.086 0.057 0.044
C 0.41788 0.34398 1.36324 -0.149 0.260 -0.192
H -1.11906 -2.60698 0.33739 -0.019 -0.066 -0.042
H 2.30878 -1.47986 0.53294 0.080 0.032 0.015
H -1.62631 -1.54536 1.65581 0.006 0.004 0.074
C 0.09304 3.13798 -1.06297 -0.166 -0.133 -0.353
N 0.25827 1.78366 -0.58956 0.385 -0.420 0.304
H -1.22093 -1.44828 -2.87187 -0.367 0.140 -0.002
H 1.22120 -2.85360 0.29223 0.002 -0.082 -0.024
H 0.37381 -1.86425 -3.61281 0.340 -0.029 -0.045
H 0.60446 3.80625 -0.37339 0.005 -0.006 0.042
H 1.54765 -2.25990 1.91968 -0.042 0.015 0.097
H -1.42690 1.23401 0.57500 0.041 0.091 -0.013
S 0.58570 -0.51492 -1.73829 -0.967 0.285 0.300
C -0.36249 1.48115 0.68862 0.133 -0.221 0.030
H 1.47370 0.61243 1.32606 0.019 0.032 0.112
H 0.57173 3.20008 -2.03868 -0.025 0.107 0.038
O -0.28649 0.91789 -1.59457 -0.136 -0.168 -0.165
C 1.39204 -1.95392 0.87908 0.012 -0.058 0.051
H -0.95891 3.43606 -1.15906 -0.015 0.017 0.006
H -0.28340 2.37158 1.31626 -0.008 -0.015 -0.063
C 0.24349 -1.01471 0.76009 0.245 0.306 -1.802
O 1.98443 -0.25781 -1.99030 0.482 -0.030 0.212
C -0.21565 -1.12510 -3.09387 0.219 0.093 1.332
H 0.11147 0.30520 2.41705 0.014 -0.166 0.080
C -1.13640 -1.57488 0.67735 -0.002 -0.044 -0.037

24
Properties=species:S:1:pos:R:3:forces:R:3 method="wB97M-V/def2-TZVPD" orbital_gap_ev="10.295 / 6.758" s_squared=0.77 lumo_ev="-3.75 / -7.49" spin_multiplicity=2 total_charge=+1
C 0.80700 0.00167 -0.13228 0.106 0.196 -1.864
H 2.88635 1.45962 1.78031 -0.151 0.007 -0.006
H 0.71817 3.75628 -1.28734 -0.425 -0.147 -0.429
H -0.27577 2.29094 -3.66596 0.086 0.396 0.258
C -0.91208 1.99475 -2.81926 0.039 0.578 -0.582
H -1.93904 -2.05267 0.94177 -0.016 0.376 0.245
C 1.63124 1.00913 0.39142 0.072 1.202 2.426
C 1.51995 2.39276 0.03497 0.231 -0.623 -1.275
H 0.92273 -1.02106 0.18023 -0.135 -0.006 0.294
H -0.24579 -2.53596 0.67637 -0.343 -0.247 -0.273
O 2.32519 0.72654 1.48002 0.262 -0.617 -0.576
C 0.72043 2.70825 -1.01213 0.157 0.519 0.493
H -2.14778 -4.11954 1.91921 0.220 -0.762 0.374
H -0.32584 -4.30798 2.19484 -0.291 -0.427 -0.322
H -0.68850 -0.35218 -1.59439 0.225 -0.093 -0.338
C -0.06386 1.70562 -1.64130 -0.148 -0.528 -0.841
H -1.58032 2.82885 -2.59280 0.028 0.080 -0.185
H -0.55250 -1.70095 2.13543 -0.541 0.758 -0.332
C 0.02313 0.36425 -1.20849 -0.204 -0.438 1.588
C -1.02704 -2.38194 1.42619 1.342 -0.998 0.878
H -1.48390 1.18113 -3.26130 -0.046 -0.295 0.684
H -1.25734 -3.40719 3.31893 -0.492 -0.144 0.032
C -1.21522 -3.68896 2.26882 0.044 1.311 -0.563
H 2.16080 3.14865 0.46675 -0.021 -0.096 0.315

69
Properties=species:S:1:pos:R:3:forces:R:3 method="wB97M-V/def2-TZVPD" orbital_gap_ev=4.404 lumo_ev=-5.84 spin_multiplicity=1 total_charge=+1
H -10.87960 5.62944 2.21617 -0.036 0.049 0.178
H -5.95066 0.24015 4.58062 0.110 -0.115 -0.260
F -8.45947 5.77219 5.20233 0.508 -0.469 -1.220
H -4.69894 -2.78537 5.31729 0.153 0.291 0.016
S -1.85508 0.07699 4.90335 -0.168 -0.082 0.247
C -1.16833 4.40482 3.10398 0.143 -0.025 -0.077
H -6.45917 -1.64267 1.03738 -0.117 -0.066 0.143
C 1.80386 -2.58798 3.85489 -0.144 0.471 0.074
N -0.54909 -2.22041 4.14559 -0.680 0.276 0.196
H -2.36362 4.10076 1.34701 0.093 -0.017 0.251
H -4.56184 4.45404 1.14404 -0.054 -0.084 0.270
H -4.40197 5.65612 4.83960 0.438 -0.075 0.078
F -2.32570 5.48841 6.37174 -0.006 -0.115 -1.457
H -4.37809 -2.36870 1.88129 -0.192 -0.101 0.106
H -6.93678 0.24767 2.29728 0.040 -0.099 0.074
C 0.93881 -0.31961 3.80166 0.226 0.687 -0.158
C -6.52352 -1.88771 2.10034 -0.076 -0.066 0.068
H -5.24234 -3.33486 3.10086 0.096 0.169 -0.089
F 3.58062 1.92080 2.74786 -0.958 -0.185 0.677
C -10.32561 5.74027 3.15119 -0.593 -0.002 -0.276
H 0.08863 4.10221 6.08797 -0.135 0.162 -0.142
C -6.64541 5.14700 3.81584 -0.056 0.091 -0.274
H -7.96421 -0.77326 3.31675 0.155 0.082 -0.078
F 1.41082 2.25842 2.86813 0.770 -0.363 0.497
H -7.26206 -2.68527 2.22927 0.151 0.139 -0.172
C 3.08877 -2.09490 3.67649 -0.102 0.040 -0.054
C -6.11536 4.90779 2.50983 -1.005 -0.141 0.067
C -2.33435 5.17217 5.03420 -0.947 0.287 0.962
F 2.62170 2.22663 4.70749 -0.165 -0.432 -1.144
F 5.16381 -2.76459 4.63821 -0.860 -0.250 -0.989
H 1.62369 -3.65701 3.96627 0.127 0.249 -0.043
H -10.47297 6.76429 3.51732 0.151 -0.216 0.001
H 0.10982 0.39716 3.87886 0.668 -0.644 -0.191
N -2.75528 -2.39128 4.65214 -0.392 0.302 0.096
C 0.72408 -1.68490 3.92783 0.398 -0.280 0.121
C -8.89650 5.43737 2.90335 0.336 -0.070 -0.274
C -7.05492 4.87575 1.42987 0.588 -0.033 0.190
C 2.46928 1.62488 3.47830 0.273 0.815 0.029
F 4.96439 -2.89933 2.44861 -0.633 -0.127 1.119
H -0.62886 -3.23313 4.05270 0.106 0.556 0.081
H 0.96875 4.52184 4.60981 -0.098 0.035 0.147
H -2.65379 -3.36685 4.38040 -0.032 0.475 0.125
C -3.58962 4.78316 2.99611 0.549 0.147 0.105
F 3.91197 -4.34033 3.74133 0.282 1.105 -0.095
C -6.94266 -0.65682 2.93205 -0.213 0.201 -0.312
C 4.27210 -3.02920 3.62735 0.937 -0.521 -0.062
C -7.98418 5.44512 3.95546 0.405 0.205 1.173
C -1.12715 4.78712 4.45327 -0.120 -0.155 -0.262
C 2.23682 0.14701 3.60404 0.269 -0.558 -0.073
H -4.02850 -0.56879 3.34645 -0.150 -0.594 -0.100
H 4.32063 -0.33973 3.38828 0.021 -0.084 0.012
H -0.24164 4.09793 2.62032 -0.238 0.089 0.125
H -6.67226 4.65853 0.43314 -0.183 0.062 0.172
N -5.98944 -0.59352 4.01193 -0.996 -0.398 0.967
H -9.09491 5.08087 0.79219 0.238 0.033 0.213
H -6.01429 5.08800 4.69359 -0.438 0.014 -0.105
C -4.11976 -1.91515 4.97581 0.185 -0.224 -0.082
C -3.52990 5.24110 4.34997 0.189 -0.229 -0.002
H 0.32425 5.80286 5.65881 -0.161 -0.204 -0.038
C -1.69306 -1.54907 4.55502 -0.185 -1.003 -0.315
C 3.32162 -0.72417 3.54229 -0.329 0.090 0.054
C -5.15544 -2.33746 2.65120 0.103 0.324 0.374
H -4.03156 -1.17422 5.78235 -0.101 -0.315 -0.211
H -10.76190 5.06100 3.89399 0.176 0.152 -0.077
C -8.39646 5.12153 1.62900 -0.147 0.057 0.051
C 0.12619 4.80507 5.24572 0.613 -0.081 -0.049
C -2.34950 4.40105 2.39436 -0.461 0.005 -0.056
C -4.75435 4.68519 2.19538 0.288 0.424 0.338
C -4.78402 -1.29227 3.73772 1.385 0.341 -0.661